Record 1
The following is a DFT calculation (ωB97M-V/def2-TZVPD) of a molecular structure, C38H34CrN8O2PS.

Computed properties:
Charge   +2
LUMO energy (alpha / beta)   -6.4 / -6.7 eV
HOMO (alpha / beta)   -12.79 / -12.74 eV
Energy   -104506.842 eV
2S+1   4

Each line ends with the Mulliken charge.
CARTESIAN COORDINATES (ANGSTROEM)
Cr 0.065 -0.212 -0.159  -0.374
C -1.515 0.294 3.790  -2.066
C -1.248 0.025 2.345  0.180
N -0.063 -0.305 1.892  1.938
N 0.854 -0.802 2.705  -1.254
C 2.760 0.756 2.339  1.687
N 4.003 0.290 1.763  -0.504
S 2.232 0.628 -0.299  -0.300
C -2.312 -0.088 1.380  0.744
C -3.658 0.120 1.703  -1.075
C -4.635 -0.264 0.808  -0.814
C -4.248 -0.898 -0.370  -1.110
C -2.899 -1.021 -0.645  -0.172
N -1.941 -0.587 0.173  0.849
H -0.605 0.156 4.370  0.377
H -2.274 -0.387 4.172  0.494
H -1.874 1.311 3.944  0.403
H 4.578 -0.212 2.428  0.318
H 4.541 1.062 1.383  0.225
H -3.922 0.574 2.642  0.622
H -5.678 -0.102 1.026  0.494
H -4.982 -1.274 -1.063  0.550
H -2.566 -1.495 -1.560  0.428
O -4.991 3.494 -4.803  -0.470
C -4.184 4.249 -4.060  0.529
O -4.166 5.440 -4.170  -0.516
C -3.285 3.558 -3.063  0.963
C -2.619 4.391 -2.166  -1.253
C -1.727 3.893 -1.246  -1.243
C -1.468 2.515 -1.164  0.794
C -2.149 1.689 -2.064  0.372
C -3.036 2.193 -2.997  -1.610
N -0.506 1.941 -0.306  1.372
C 0.088 2.723 0.537  -0.226
C 1.158 2.401 1.433  0.693
C 1.366 3.243 2.500  -0.782
C 2.352 2.948 3.478  -0.903
C 2.982 1.763 3.443  -1.406
C 2.045 -0.472 2.916  -1.062
N 1.931 1.276 1.259  0.117
H -4.952 2.549 -4.616  0.299
H -2.808 5.452 -2.234  0.526
H -1.227 4.614 -0.622  0.460
H -1.966 0.631 -2.058  -0.016
H -3.499 1.498 -3.684  0.223
H -0.242 3.751 0.656  0.171
H 0.750 4.118 2.614  0.517
H 2.565 3.675 4.246  0.486
H 3.726 1.487 4.171  0.465
H 2.623 -1.130 3.549  0.536
N -0.256 -2.645 -1.888  0.626
P 0.508 -2.518 -0.363  1.214
C 2.189 -3.158 -0.682  0.894
C 3.293 -2.633 -0.020  -0.028
C 4.555 -3.146 -0.273  -0.747
C 4.718 -4.164 -1.198  -0.639
C 3.617 -4.696 -1.850  -0.815
C 2.352 -4.209 -1.583  -0.715
C -0.215 -3.913 0.530  0.818
C 0.413 -4.262 1.725  -0.463
C 0.037 -5.409 2.395  -0.741
C -0.964 -6.217 1.873  -0.573
C -1.622 -5.845 0.712  -0.891
C -1.262 -4.688 0.042  -0.361
C -0.084 -1.596 -2.762  -0.687
C -0.197 -1.773 -4.146  -1.194
C 0.026 -0.697 -4.980  -0.577
C 0.391 0.524 -4.414  -1.322
C 0.451 0.622 -3.042  -0.555
N 0.178 -0.398 -2.214  1.649
H -0.324 -3.560 -2.327  0.441
H 3.171 -1.820 0.684  0.220
H 5.412 -2.745 0.245  0.476
H 5.703 -4.548 -1.409  0.429
H 3.740 -5.492 -2.569  0.455
H 1.495 -4.657 -2.068  0.333
H 1.210 -3.636 2.108  0.278
H 0.532 -5.686 3.313  0.468
H -1.228 -7.137 2.371  0.423
H -2.412 -6.467 0.318  0.459
H -1.794 -4.403 -0.855  0.381
H -0.439 -2.746 -4.546  0.547
H -0.053 -0.808 -6.050  0.499
H 0.624 1.377 -5.032  0.546
H 0.729 1.552 -2.567  0.477

Cartesian forces (eV/Å) of the 2 atoms listed first:
0.9 1.2 -0.6
0.1 -0.2 -0.1

Record 2
The following is a DFT calculation (ωB97M-V/def2-TZVPD) of 4 unconnected molecules or ions with the total composition C22H49N4O11S3.

Computed properties:
Charge   +1
LUMO energy   -3.6 eV
HOMO   -11.62 eV
Energy   -84582.506 eV

Each line ends with the Mulliken charge.
CARTESIAN COORDINATES (ANGSTROEM)
C 4.019 4.474 -0.264  -1.049
C 2.818 3.455 0.094  -0.013
C 3.355 2.332 1.115  -0.415
C 2.073 1.492 1.688  -0.610
C 2.536 0.728 3.025  -0.289
C 2.351 1.567 4.381  -0.337
C 2.861 0.640 5.633  -0.603
C 3.630 1.501 6.733  0.255
C 2.947 2.025 8.009  -0.692
N 3.971 2.781 8.725  -0.068
C 5.174 2.678 7.904  0.074
C 6.406 3.468 8.540  -0.601
O 7.713 2.994 8.116  -0.104
N 8.576 4.073 7.979  0.161
O 8.835 4.542 9.041  -0.240
N 5.033 1.906 6.697  0.265
C 6.139 1.634 5.719  -0.626
N 5.688 1.252 4.363  0.009
C 6.052 -0.157 4.006  -0.827
H 4.967 3.823 -0.400  0.246
H 3.726 5.012 -1.228  0.336
H 4.228 5.204 0.607  0.280
H 1.976 4.020 0.623  0.324
H 2.388 2.894 -0.823  -0.028
H 3.897 2.829 1.996  0.099
H 4.060 1.604 0.563  0.302
H 1.878 0.679 0.890  0.161
H 1.136 2.137 1.803  0.355
H 1.914 -0.231 3.124  0.374
H 3.653 0.475 2.902  -0.121
H 1.239 1.857 4.488  0.424
H 2.938 2.557 4.405  0.235
H 3.455 -0.236 5.204  0.238
H 1.903 0.212 6.125  0.497
H 1.879 1.881 8.369  0.372
H 3.919 3.280 9.633  0.267
H 6.401 3.444 9.699  0.356
H 6.289 4.591 8.269  0.379
H 6.714 2.635 5.602  0.268
H 6.877 0.908 6.205  0.281
H 6.012 1.928 3.662  0.272
H 6.626 -0.135 3.010  0.342
H 5.096 -0.800 3.871  0.261
H 6.702 -0.694 4.779  0.257
O 1.235 2.306 -2.807  -0.660
S 0.115 1.522 -3.263  1.264
O -0.728 0.797 -2.348  -0.607
O 0.616 0.512 -4.424  -0.306
C 1.713 -0.355 -4.145  -0.313
C 1.289 -1.535 -3.290  -0.902
C -0.914 2.538 -4.285  -0.882
H 2.534 0.197 -3.679  0.308
H 2.077 -0.724 -5.107  0.292
H 1.006 -1.210 -2.285  0.214
H 2.104 -2.256 -3.195  0.404
H 0.419 -2.035 -3.724  0.221
H -0.289 3.051 -5.015  0.326
H -1.413 3.263 -3.642  0.372
H -1.653 1.907 -4.780  0.220
O -3.873 -2.209 -6.907  -0.649
S -4.539 -1.167 -6.169  1.152
O -3.910 0.104 -5.913  -0.578
O -5.076 -1.774 -4.770  -0.180
C -4.148 -2.437 -3.913  -0.360
C -3.279 -1.446 -3.162  -0.889
C -6.123 -0.871 -6.902  -0.931
H -3.539 -3.149 -4.478  0.339
H -4.736 -3.014 -3.196  0.226
H -2.609 -0.917 -3.843  0.150
H -2.666 -1.958 -2.416  0.430
H -3.893 -0.692 -2.663  0.284
H -6.628 -1.826 -7.050  0.304
H -5.962 -0.379 -7.862  0.381
H -6.702 -0.224 -6.244  0.299
O -6.636 -4.878 -3.986  -0.605
S -7.733 -5.134 -4.882  1.241
O -8.348 -4.084 -5.652  -0.605
O -8.888 -5.939 -4.083  -0.307
C -9.392 -5.382 -2.870  -0.311
C -10.358 -4.243 -3.137  -0.968
C -7.276 -6.442 -5.984  -0.964
H -8.572 -5.062 -2.221  0.301
H -9.920 -6.185 -2.349  0.276
H -9.843 -3.385 -3.574  0.276
H -10.834 -3.916 -2.210  0.387
H -11.132 -4.550 -3.846  0.263
H -6.858 -7.263 -5.403  0.317
H -6.527 -6.051 -6.675  0.377
H -8.159 -6.764 -6.535  0.328

Cartesian forces (eV/Å) of the 2 atoms listed first:
-0.4 -1.0 0.1
0.7 -0.4 0.6

Record 3
The following is a DFT calculation (ωB97M-V/def2-TZVPD) of a molecular structure, C4H8O3Sn.

Computed properties:
Charge   +1
LUMO energy (alpha / beta)   -4.5 / -6.0 eV
HOMO (alpha / beta)   -11.95 / -11.89 eV
Energy   -16237.051 eV
2S+1   2

Each line ends with the Mulliken charge.
CARTESIAN COORDINATES (ANGSTROEM)
O 1.078 -0.165 2.119  -0.156
C 0.493 0.138 1.039  0.461
Sn -0.457 -0.695 -1.522  0.637
O 0.291 -0.609 0.105  -0.215
C 1.366 0.843 3.150  -0.097
H 0.913 0.430 4.057  0.292
H 2.458 0.842 3.234  0.286
C 0.817 2.202 2.797  -1.132
H 1.415 2.601 1.964  0.360
H 0.973 3.063 3.508  0.369
O -1.211 -1.037 -3.022  -0.327
C -1.852 -0.415 -4.080  -0.624
H -2.821 0.033 -3.781  0.285
H -1.245 0.398 -4.524  0.285
H -2.070 -1.135 -4.891  0.226
H -0.279 2.152 2.869  0.352

Cartesian forces (eV/Å) of the 2 atoms listed first:
-0.3 0.2 -0.6
0.9 0.3 1.9

Record 4
The following is a DFT calculation (ωB97M-V/def2-TZVPD) of a molecular structure, C5H8N2O.

Computed properties:
LUMO energy   0.9 eV
HOMO   -8.58 eV
Energy   -10338.053 eV

Each line ends with the Mulliken charge.
CARTESIAN COORDINATES (ANGSTROEM)
C 0.812 0.064 -0.048  0.764
C 0.232 -0.756 1.039  -0.825
C -0.935 -0.948 0.002  -0.231
C 0.234 -1.042 -1.085  -1.011
C 0.085 1.334 -0.202  -0.293
H 2.542 0.592 -0.598  0.347
H 0.679 -1.740 1.111  0.331
H 0.183 -0.501 2.095  0.301
H -1.485 -1.872 0.232  0.437
H -0.346 -0.904 -2.044  0.306
H 0.749 -1.943 -1.130  0.401
H -2.328 -0.226 0.908  0.389
H 0.694 2.138 -0.574  0.363
N -1.773 0.087 -0.019  -0.103
N -1.228 1.371 0.026  -0.640
O 2.219 0.292 0.213  -0.535

Cartesian forces (eV/Å) of the 2 atoms listed first:
2.7 -1.4 -0.2
-0.6 -1.4 0.4

Record 5
The following is a DFT calculation (ωB97M-V/def2-TZVPD) of a gas-phase ion, C3H7N2O (charge +1).

Computed properties:
Charge   +1
LUMO energy   -4.6 eV
HOMO   -16.02 eV
SMILES   C=[N+](C)C(N)=O
Energy   -8243.470 eV

Each line ends with the Mulliken charge.
CARTESIAN COORDINATES (ANGSTROEM)
C 1.474 0.902 0.482  -0.193
C 0.535 -1.119 -0.743  0.646
C -0.957 0.850 0.366  -0.931
N -0.680 -1.607 -0.759  -0.211
N 0.375 0.471 0.079  -0.006
O 1.695 -1.274 -0.928  -0.432
H 1.388 1.809 1.051  0.290
H 2.258 0.304 -0.010  0.372
H -0.943 1.645 1.272  0.332
H -1.609 0.089 0.808  0.393
H -1.479 1.563 -0.425  0.328
H -1.330 -1.056 -0.198  0.138
H -0.726 -2.576 -0.995  0.273

Cartesian forces (eV/Å) of the 2 atoms listed first:
-0.4 0.3 -1.0
2.2 2.6 1.4

Record 6
The following is a DFT calculation (ωB97M-V/def2-TZVPD) of 2 unconnected molecules or ions with the total composition C4H6NO.

Computed properties:
Charge   +1
LUMO energy (alpha / beta)   -6.5 / -5.8 eV
HOMO (alpha / beta)   -14.99 / -14.48 eV
Energy   -7767.945 eV

Each line ends with the Mulliken charge.
CARTESIAN COORDINATES (ANGSTROEM)
C 0.196 -3.143 -1.223  0.150
C -0.851 0.229 -0.303  0.403
C -0.277 -1.073 0.026  -0.172
C -0.217 1.480 0.300  -1.190
N -0.088 -2.247 -0.554  0.101
O -1.535 -0.743 0.499  -0.306
H 0.240 -3.952 -1.924  0.451
H -1.191 0.279 -1.423  0.329
H 0.797 -0.859 1.805  0.223
H -0.508 1.511 1.293  0.397
H -0.522 2.455 -0.282  0.290
H 0.867 1.516 0.231  0.325

Cartesian forces (eV/Å) of the 2 atoms listed first:
-0.8 1.0 1.0
1.1 0.8 -3.3